257
Properties=species:S:1:pos:R:3:forces:R:3:lowdin_charge:R:1 method="wB97M-V/def2-TZVPD" charge=-1 spin_multiplicity=2 homo_lumo_gap_ha="0.0494 / 0.3428" largest_force_ev_per_a=6.1 energy_ha=-9689.172801
C -5.2676 27.4848 -34.1882 -0.490 -1.263 1.144 -0.30
C -4.5159 27.1472 -35.4692 1.419 1.661 -1.036 -0.25
C -3.1253 26.5013 -35.1981 -0.511 0.132 1.375 -0.22
S -2.6910 27.0675 -33.4960 -2.328 -4.257 0.025 0.53
O -2.2240 28.4070 -33.4874 0.811 1.714 0.203 -0.34
O -1.9339 25.9594 -32.8670 -0.471 1.841 -0.556 -0.39
C -4.5036 26.8759 -32.9915 1.210 0.690 -0.869 -0.22
H -6.2539 27.0210 -34.1985 -0.120 -0.042 0.040 0.08
H -5.4410 28.5559 -34.0848 0.274 -0.033 0.113 0.09
H -4.3465 28.1544 -35.8498 0.584 0.070 -0.461 0.09
H -5.0800 26.7230 -36.2998 -0.055 -0.727 0.492 0.10
H -2.2453 26.6808 -35.8157 -0.380 0.374 -0.384 0.09
H -3.2071 25.4260 -35.0393 -0.056 -0.125 -0.110 0.07
H -4.7517 27.2664 -32.0046 0.222 0.149 -0.073 0.08
H -4.5647 25.7876 -32.9966 -0.209 -0.136 0.090 0.06
C 3.2601 21.8795 -20.1219 0.087 1.100 2.332 -0.22
C 2.3030 21.6568 -21.2384 -0.339 -0.047 -1.576 -0.22
C 3.0744 21.9748 -22.5327 0.490 -0.143 -1.393 -0.20
S 4.8402 22.3772 -22.1240 -0.432 0.451 -0.293 0.73
O 5.3131 23.5611 -22.8945 -0.486 -2.446 0.957 -0.36
O 5.5833 21.0992 -22.0029 -0.838 2.150 -0.535 -0.34
C 4.3918 22.8946 -20.4738 0.390 -1.318 -0.030 -0.21
H 3.5994 20.9325 -19.7022 0.627 0.148 -0.352 0.12
H 2.6243 22.2815 -19.3330 0.435 0.262 0.439 0.11
H 1.4081 22.2731 -21.1522 0.299 0.606 -0.122 0.10
H 1.8454 20.6724 -21.1399 0.543 -0.353 -0.535 0.12
H 2.7151 22.8431 -23.0850 -0.095 0.275 0.376 0.08
H 3.1471 21.2241 -23.3196 -0.132 -0.451 0.325 0.10
H 4.1595 23.9595 -20.4613 -0.340 -0.214 -0.061 0.10
H 5.3357 22.7330 -19.9532 -0.215 0.063 0.524 0.09
C 0.9539 28.6768 -34.0628 1.462 -1.867 0.672 -0.21
C 2.2919 29.3534 -33.5895 -0.296 1.097 -0.531 -0.19
C 2.9292 29.8862 -34.9716 -1.140 -1.055 2.477 -0.19
S 2.6531 28.4163 -36.0223 0.528 0.524 -1.904 0.67
O 3.8803 27.6364 -35.9598 -0.275 0.433 -0.186 -0.36
O 2.1485 28.8142 -37.3442 0.211 -0.524 1.615 -0.36
C 1.4974 27.5445 -34.9528 0.350 0.486 -0.320 -0.23
H 0.2723 29.3404 -34.5950 0.156 0.084 0.075 0.11
H 0.4131 28.1123 -33.3032 -0.115 0.730 0.425 0.07
H 3.0150 28.8130 -32.9786 -0.355 -0.989 -0.381 0.09
H 2.0672 30.1941 -32.9330 -0.111 0.412 -0.257 0.09
H 3.9999 30.0849 -34.9247 -0.190 -0.055 -0.140 0.09
H 2.3077 30.7792 -35.0378 0.245 -0.098 -1.468 0.10
H 2.2194 26.9174 -34.4298 -0.176 0.115 0.528 0.09
H 0.8250 26.8306 -35.4285 -0.223 0.621 -0.486 0.11
C -1.5942 24.9798 -24.3031 1.007 -0.349 1.704 -0.17
C -0.4915 23.8672 -24.0020 -0.634 1.797 -0.326 -0.24
C -1.1487 22.7957 -23.2020 -0.848 0.311 0.505 -0.18
S -2.3267 23.7420 -21.9415 -0.321 -0.870 -3.321 0.73
O -1.5386 24.2643 -20.8540 -0.203 -0.530 0.661 -0.36
O -3.5715 22.9601 -21.8305 1.802 1.063 0.664 -0.37
C -2.5846 25.1871 -23.0687 0.440 -0.903 -1.218 -0.17
H -2.0586 24.6271 -25.2240 -0.476 0.485 0.354 0.09
H -0.9687 25.8583 -24.4617 -0.617 0.276 -0.363 0.09
H 0.3792 24.3321 -23.5394 -0.093 -0.103 0.426 0.09
H -0.1720 23.6350 -25.0179 0.120 -0.763 0.169 0.11
H -0.4607 22.1017 -22.7191 -0.292 0.102 0.357 0.08
H -1.8251 22.2625 -23.8701 -0.249 -0.197 0.360 0.10
H -2.4380 26.0733 -22.4512 0.403 -0.087 -0.172 0.09
H -3.6062 25.2047 -23.4484 -0.066 -0.333 0.220 0.08
C -2.2984 31.2239 -31.7739 -0.736 2.282 -0.274 -0.24
C -1.1009 30.7282 -31.0620 0.382 -0.826 2.760 -0.24
C -1.5448 30.6284 -29.5698 -1.462 0.453 -0.546 -0.18
S -2.6931 32.1258 -29.2422 -0.073 -0.418 -1.601 0.67
O -2.0009 33.1970 -28.5738 0.296 0.242 0.477 -0.36
O -3.9953 31.7008 -28.7121 1.601 0.148 -0.724 -0.36
C -2.7637 32.5680 -31.0640 1.078 -1.463 0.031 -0.18
H -3.1479 30.5439 -31.7107 0.336 -0.385 -0.431 0.11
H -1.9387 31.4111 -32.7857 -0.921 0.085 -0.336 0.11
H -0.1878 31.3206 -31.0025 -0.189 0.677 -0.803 0.11
H -0.7952 29.7706 -31.4834 -0.110 -0.279 0.307 0.10
H -0.7449 30.5144 -28.8382 -0.412 0.054 0.085 0.07
H -2.3717 29.9209 -29.5086 0.543 -0.754 0.357 0.07
H -1.9263 33.2474 -31.2232 -0.216 0.390 0.344 0.09
H -3.7020 33.0077 -31.4023 -0.015 -0.274 0.297 0.09
C 0.7208 26.3336 -31.2296 -1.518 -0.962 -0.123 -0.05
C 0.3375 25.1559 -30.3319 -1.344 0.591 -1.633 -0.28
O 0.7216 25.3354 -29.0366 2.591 1.479 5.282 -0.19
P -0.0719 26.2840 -27.9827 0.067 -5.147 0.730 0.47
O -0.2320 27.6614 -28.3203 -0.063 2.631 -0.326 -0.18
O -1.4653 25.4379 -27.8107 1.838 0.270 0.009 -0.19
C -2.6340 26.0828 -27.3410 -0.630 1.039 0.681 -0.29
C -3.3390 26.7767 -28.4744 -0.358 -0.607 -1.017 -0.06
O 0.6206 25.8779 -26.5654 1.190 1.433 -0.401 -0.18
C 1.9886 26.3752 -26.2406 1.432 -1.284 -0.601 -0.22
C 2.4945 26.1176 -24.8170 -0.740 1.252 -0.597 -0.05
H 0.1854 27.2006 -30.8426 0.851 0.520 0.073 0.07
H 1.7993 26.3354 -31.3877 -0.062 0.630 0.342 0.06
H 0.2184 26.1562 -32.1805 0.203 -0.151 -0.179 0.04
H -0.6948 25.0510 -29.9980 -1.134 -0.575 -2.847 0.11
H 0.8081 24.2762 -30.7710 -0.312 -0.309 0.580 0.09
H -3.2630 25.4141 -26.7534 -0.055 -0.820 -0.802 0.10
H -2.4246 26.7884 -26.5370 0.620 0.489 -0.128 0.11
H -4.4211 26.6571 -28.4210 -0.084 0.804 0.452 0.06
H -2.9505 27.7728 -28.6864 -0.436 0.162 0.435 0.06
H -3.1572 26.2533 -29.4130 0.385 -0.401 -0.043 0.07
H 2.7229 25.8626 -26.8620 -0.494 -0.448 -0.688 0.10
H 2.2352 27.4192 -26.4340 -1.189 0.198 -0.133 0.07
H 2.0767 26.9903 -24.3150 -0.333 -0.774 1.189 0.04
H 2.3850 25.1087 -24.4193 -0.428 0.288 0.118 0.07
H 3.5547 26.3700 -24.7970 0.164 -0.210 -0.356 0.07
C -1.2963 30.7395 -25.8849 -1.263 -0.307 2.334 -0.05
C 0.0286 30.0842 -25.5415 1.215 0.711 -1.906 -0.26
O 0.4675 30.3117 -24.1846 1.489 -0.365 1.171 -0.19
P 2.1071 30.2480 -23.8908 -0.543 -0.048 -1.613 0.60
O 2.8818 29.4905 -24.9603 -1.631 0.740 2.564 -0.26
O 2.5547 31.8220 -23.8865 -2.289 -2.753 0.380 -0.17
C 3.7136 32.0525 -24.6289 3.192 1.410 0.620 -0.31
C 4.2665 33.3524 -24.0053 0.738 0.012 -1.127 -0.06
O 2.2028 29.7811 -22.3190 0.337 -0.034 -2.120 -0.18
C 1.8529 28.3929 -21.9754 -1.047 0.674 -0.156 -0.26
C 1.2592 28.4171 -20.6186 -1.003 -0.104 1.356 -0.08
H -1.2899 31.7466 -25.4680 0.127 0.250 -0.430 0.08
H -1.7784 30.7263 -26.8624 1.118 -0.118 -0.287 0.05
H -2.0729 30.2596 -25.2894 -0.199 -0.200 0.294 0.07
H 0.1332 29.0282 -25.7907 -0.365 -0.055 0.095 0.11
H 0.7482 30.6166 -26.1634 0.347 -0.260 -0.283 0.09
H 4.4427 31.2641 -24.4421 0.073 -0.075 0.268 0.11
H 3.6968 32.0690 -25.7187 -0.997 0.246 0.252 0.08
H 3.7099 34.2462 -24.2873 -0.596 -0.197 0.403 0.07
H 4.4220 33.2444 -22.9319 -0.407 0.086 -0.015 0.07
H 5.2438 33.6017 -24.4188 0.292 -0.380 -0.145 0.07
H 1.0724 28.0562 -22.6577 0.296 -0.055 -0.332 0.10
H 2.6701 27.6741 -21.9153 0.470 0.509 -0.832 0.11
H 0.5837 29.2469 -20.4107 0.468 0.515 -0.256 0.09
H 0.5413 27.6050 -20.5041 0.396 -0.608 0.007 0.08
H 2.0215 28.3390 -19.8435 -0.163 0.142 0.102 0.08
C -8.1798 27.3199 -25.8103 -0.275 1.571 -1.112 -0.08
C -8.1123 26.0072 -25.1629 0.488 -2.849 0.529 -0.23
O -7.5727 25.0510 -26.1581 -0.075 0.533 0.220 -0.21
P -6.7633 23.7219 -25.8424 -1.679 -0.290 -1.496 0.39
O -5.4062 23.9083 -25.3683 1.061 0.133 0.677 -0.22
O -6.9179 22.9498 -27.2559 0.439 0.817 1.524 -0.16
C -6.0230 23.3520 -28.3031 1.347 -2.131 -1.090 -0.31
C -6.4850 24.5195 -29.0559 -0.945 1.438 0.198 -0.11
O -7.7453 22.8812 -24.9298 -0.217 -0.038 -1.710 -0.18
C -7.5661 22.5826 -23.5713 -0.108 0.701 0.742 -0.28
C -8.2696 21.2946 -23.2321 0.242 -0.326 -0.941 -0.06
H -7.2562 27.8988 -25.8062 0.161 -0.285 0.161 0.08
H -8.4316 27.1735 -26.8607 0.104 -0.199 -0.112 0.08
H -8.9648 28.0062 -25.4928 -0.060 -0.281 0.637 0.08
H -7.5062 25.8797 -24.2660 0.421 0.726 0.010 0.11
H -9.0440 25.5376 -24.8476 -0.507 0.508 -0.338 0.12
H -4.9615 23.3365 -28.0560 -0.086 0.479 0.961 0.11
H -6.0527 22.5146 -29.0003 -0.176 -0.281 0.037 0.11
H -6.6990 25.3392 -28.3700 -0.300 0.059 -0.025 0.06
H -5.7933 24.9671 -29.7695 0.082 -0.664 -0.226 0.07
H -7.4066 24.1628 -29.5156 -0.105 0.755 -0.381 0.08
H -6.4927 22.5537 -23.3836 -0.046 -0.070 0.403 0.12
H -8.0458 23.4201 -23.0648 0.356 0.044 0.621 0.12
H -9.3580 21.3529 -23.2281 0.038 0.387 0.528 0.08
H -8.0964 20.6600 -24.1012 0.381 -0.513 0.245 0.08
H -7.8354 20.8711 -22.3264 -0.337 -0.132 -0.050 0.08
C 1.3503 21.9011 -38.3350 -1.368 -0.113 -1.103 -0.10
C 2.4375 22.8170 -37.8054 -1.403 -0.656 -2.927 -0.31
O 3.4366 21.9964 -37.3160 2.178 -1.791 5.013 -0.20
P 3.4723 21.1716 -35.8127 -0.626 0.736 -1.253 0.55
O 2.6668 19.9232 -35.7393 1.277 1.144 -0.320 -0.25
O 2.9798 22.3124 -34.8019 0.555 -0.031 -1.680 -0.19
C 3.0858 22.1107 -33.4150 -2.210 -0.140 1.588 -0.28
C 2.0420 22.9679 -32.6358 1.242 -0.095 -0.750 -0.06
O 5.0662 21.0356 -35.4671 -1.497 -0.619 -0.043 -0.21
C 5.7814 19.7935 -35.7570 0.589 0.932 -0.989 -0.24
C 5.8640 19.6579 -37.2589 -0.307 -1.287 -0.833 -0.10
H 0.5981 21.5196 -37.6445 0.255 0.331 0.563 0.07
H 0.7782 22.4137 -39.1083 -0.200 0.393 0.036 0.07
H 1.6709 21.0061 -38.8681 0.783 0.062 0.199 0.08
H 2.9659 23.2461 -38.6567 -0.251 0.203 -0.316 0.12
H 1.9484 23.6924 -37.3781 0.660 -0.242 1.612 0.12
H 2.6661 21.1451 -33.1328 1.130 -0.812 -0.484 0.12
H 4.0978 22.3402 -33.0815 -0.120 -0.353 0.087 0.09
H 1.8977 22.4623 -31.6809 0.391 0.455 0.347 0.07
H 2.5123 23.9495 -32.5781 -0.827 0.292 0.500 0.07
H 1.0367 22.9479 -33.0567 0.256 0.250 -0.540 0.09
H 6.8042 19.9578 -35.4179 -0.076 0.354 0.264 0.11
H 5.4759 18.8901 -35.2292 -0.913 0.339 -0.053 0.12
H 4.9272 19.5593 -37.8074 -0.576 0.622 0.520 0.07
H 6.4410 20.4401 -37.7522 0.083 -0.058 0.270 0.09
H 6.2383 18.6683 -37.5209 0.852 -0.006 0.161 0.08
C 3.0636 29.4178 -28.1714 -1.125 -0.225 -1.136 -0.03
C 2.2307 30.3545 -29.1484 1.493 -2.467 0.008 -0.26
O 2.0678 31.5529 -28.5056 0.569 4.265 0.272 -0.21
P 3.1600 32.7927 -28.3406 -3.022 -0.641 0.879 0.52
O 4.5081 32.3812 -28.0201 1.092 0.061 -0.076 -0.21
O 2.9893 33.7467 -29.6425 -0.551 -1.460 0.971 -0.19
C 3.9923 34.7067 -29.9531 -0.179 1.783 -0.028 -0.25
C 3.3354 35.9937 -30.5725 1.166 -0.856 -0.282 -0.06
O 2.4537 33.5226 -27.0406 2.029 -0.404 -1.349 -0.18
C 1.0654 33.7150 -27.0255 -1.371 0.151 1.286 -0.31
C 0.6475 35.0408 -27.5825 -0.703 -0.597 -2.839 -0.08
H 2.4691 29.1648 -27.2936 -0.292 0.015 -0.286 0.02
H 3.3068 28.5148 -28.7314 -0.011 -0.209 0.128 0.06
H 3.9769 29.8064 -27.7209 0.019 0.623 -0.662 0.07
H 2.5955 30.3940 -30.1748 1.254 0.607 0.072 0.11
H 1.2574 29.9717 -29.4554 -0.410 -0.403 1.167 0.09
H 4.4832 35.0347 -29.0368 -0.035 -0.053 0.184 0.11
H 4.7938 34.2792 -30.5556 -0.332 -0.138 -0.316 0.12
H 4.1457 36.7106 -30.7047 0.085 0.332 0.691 0.07
H 3.0335 35.9379 -31.6184 -0.584 -0.765 0.133 0.07
H 2.5343 36.3813 -29.9430 0.159 -0.026 -0.076 0.07
H 0.6763 32.7888 -27.4482 -0.868 0.723 -0.525 0.10
H 0.5708 33.7955 -26.0575 1.305 -0.897 1.076 0.12
H 1.2784 35.9241 -27.4822 0.165 -0.363 0.705 0.08
H 0.6414 34.7984 -28.6452 -0.194 0.844 -0.569 0.06
H -0.3987 35.2335 -27.3449 0.141 0.170 0.201 0.08
C 4.5705 22.4420 -29.9274 0.946 -0.468 -2.492 -0.07
C 4.0359 23.6675 -29.3536 -2.865 1.419 1.226 -0.25
O 3.7099 24.7492 -30.3122 1.938 1.408 -0.361 -0.23
P 4.8826 25.6274 -31.0465 0.017 0.133 0.024 0.54
O 4.5744 26.9616 -31.6973 0.182 -2.742 1.597 -0.27
O 6.0814 25.7382 -29.8790 -1.799 -0.150 -2.370 -0.22
C 6.0192 26.8590 -28.9397 -1.023 -1.115 -0.839 -0.27
C 6.6720 26.3117 -27.7619 0.805 -0.458 2.049 -0.10
O 5.2744 24.4342 -32.0796 0.815 2.350 0.038 -0.25
C 6.3500 24.7439 -33.0994 -1.557 -0.491 0.377 -0.18
C 5.9133 24.0291 -34.3755 0.782 -0.880 -0.005 -0.07
H 3.9326 22.1596 -30.7650 -0.233 -0.274 0.144 0.06
H 5.4677 22.7520 -30.4631 0.571 -0.583 0.288 0.07
H 4.7350 21.5534 -29.3181 -0.035 0.513 0.419 0.10
H 2.9848 23.5519 -29.0892 0.102 -0.587 0.846 0.12
H 4.5611 24.0272 -28.4688 0.238 0.337 -0.316 0.11
H 6.4812 27.7375 -29.3902 -0.155 -0.045 0.123 0.13
H 4.9932 27.0145 -28.6060 -0.269 0.532 -0.735 0.10
H 7.6214 25.8356 -28.0071 0.402 0.657 0.331 0.09
H 6.6354 27.0682 -26.9781 1.011 0.283 0.031 0.09
H 6.1274 25.5219 -27.2446 -0.545 -0.278 -0.577 0.07
H 6.4940 25.8062 -33.2965 -0.275 0.091 0.542 0.11
H 7.1691 24.3107 -32.5253 0.635 0.072 -1.043 0.12
H 6.0482 22.9651 -34.1808 0.007 -0.111 -0.378 0.06
H 4.9039 24.1292 -34.7745 -0.316 0.554 0.907 0.08
H 6.4893 24.3015 -35.2599 0.589 0.033 0.275 0.08
C 6.0211 27.0361 -22.5378 0.962 1.264 -2.779 -0.08
C 6.0392 26.4818 -21.1740 -3.608 1.286 -0.337 -0.37
O 7.2788 26.1180 -20.7853 2.753 -1.441 1.383 -0.14
P 7.6243 25.2768 -19.4269 -0.266 1.265 -2.083 0.45
O 6.5736 25.4893 -18.4412 -0.759 -1.150 0.449 -0.22
O 8.9644 25.9514 -18.9524 0.479 -1.287 -0.394 -0.21
C 9.0106 26.9817 -17.9299 -0.967 0.109 -0.899 -0.24
C 9.9604 26.5554 -16.8509 0.628 -0.373 -0.892 -0.07
O 7.9612 23.8158 -20.0659 0.563 1.441 1.015 -0.18
C 9.2709 23.1906 -19.9959 0.332 -1.161 2.308 -0.21
C 9.6496 22.8795 -18.5090 -1.189 0.927 0.630 -0.07
H 6.2719 28.0824 -22.7117 0.630 0.401 1.032 0.08
H 6.7610 26.5447 -23.1696 -0.308 -0.508 -0.193 0.09
H 5.0682 27.1030 -23.0628 -0.385 -1.027 0.319 0.06
H 5.5960 27.2815 -20.5805 0.181 -0.110 0.893 0.12
H 5.2777 25.7028 -21.2117 0.389 -0.654 0.483 0.09
H 9.2708 27.8333 -18.5586 0.552 0.377 0.719 0.13
H 8.0010 27.1694 -17.5642 -0.003 -0.184 0.080 0.11
H 10.2431 27.4105 -16.2370 -0.054 -0.335 0.261 0.08
H 9.6160 25.6659 -16.3234 -0.507 0.480 0.473 0.08
H 10.8289 26.1429 -17.3643 0.464 0.447 0.032 0.08
H 9.1564 22.2279 -20.4941 0.076 0.443 -0.508 0.12
H 10.1146 23.7882 -20.3409 -0.585 0.250 -0.727 0.12
H 9.0045 22.1939 -17.9597 0.019 -0.793 -0.712 0.07
H 10.6920 22.6743 -18.2652 0.002 -0.134 -0.551 0.08
H 9.3780 23.7619 -17.9296 0.495 0.481 -0.101 0.04